{
  "formula": "C55H124N14O47S8",
  "method": "wB97M-V/def2-TZVPD",
  "symbols": ["S", "S", "S", "S", "S", "S", "S", "S", "O", "O", "O", "O", "O", "O", "O", "O", "O", "O", "O", "O", "O", "O", "O", "O", "O", "O", "O", "O", "O", "O", "O", "O", "O", "O", "O", "O", "O", "O", "O", "O", "O", "O", "O", "O", "O", "O", "O", "O", "O", "O", "O", "O", "O", "O", "O", "N", "N", "N", "N", "N", "N", "N", "N", "N", "N", "N", "N", "N", "N", "C", "C", "C", "C", "C", "C", "C", "C", "C", "C", "C", "C", "C", "C", "C", "C", "C", "C", "C", "C", "C", "C", "C", "C", "C", "C", "C", "C", "C", "C", "C", "C", "C", "C", "C", "C", "C", "C", "C", "C", "C", "C", "C", "C", "C", "C", "C", "C", "C", "C", "C", "C", "C", "C", "C", "H", "H", "H", "H", "H", "H", "H", "H", "H", "H", "H", "H", "H", "H", "H", "H", "H", "H", "H", "H", "H", "H", "H", "H", "H", "H", "H", "H", "H", "H", "H", "H", "H", "H", "H", "H", "H", "H", "H", "H", "H", "H", "H", "H", "H", "H", "H", "H", "H", "H", "H", "H", "H", "H", "H", "H", "H", "H", "H", "H", "H", "H", "H", "H", "H", "H", "H", "H", "H", "H", "H", "H", "H", "H", "H", "H", "H", "H", "H", "H", "H", "H", "H", "H", "H", "H", "H", "H", "H", "H", "H", "H", "H", "H", "H", "H", "H", "H", "H", "H", "H", "H", "H", "H", "H", "H", "H", "H", "H", "H", "H", "H", "H", "H", "H", "H", "H", "H", "H", "H", "H", "H", "H", "H"],
  "xyz": [[0.1950, -5.8635, 1.7953], [6.8524, -2.2566, 0.6541], [-0.3022, -3.5492, -2.8524], [-6.2915, -6.5897, -1.4708], [1.5751, 5.9090, -0.3466], [6.9484, 6.0108, -3.9303], [-1.7388, 5.4087, 5.0428], [1.4742, 0.6578, -1.1976], [7.3406, 7.1261, -4.7879], [2.2976, -1.6442, 3.3770], [8.0991, 5.5374, -2.8630], [-1.5122, -0.0495, 7.5315], [0.3301, 6.9497, -0.4266], [-0.3316, -2.8268, -4.2991], [1.6524, -6.3030, 1.2021], [-4.5858, -0.9935, 2.7404], [7.2317, -3.0059, 1.8870], [1.5297, 0.4075, -2.6832], [-0.5271, 1.5976, 2.8591], [1.0177, -3.5057, -2.2917], [-5.2167, -5.2857, -1.7397], [-5.6702, -0.0247, -2.4559], [-6.6367, -7.2837, -2.7116], [6.0360, 6.4441, -2.6562], [5.8818, -3.2021, -0.3805], [-2.5866, 3.0463, -0.8037], [-0.2975, -4.5410, 1.3651], [2.7217, 6.4337, -1.1209], [0.0457, 1.6805, -5.8245], [-0.8759, 4.0161, 4.8900], [8.0011, -1.5822, -0.0047], [3.6584, -5.8457, -5.1591], [5.6293, -1.2559, 0.9516], [0.0794, -6.0697, 3.2342], [1.0929, 4.5817, -0.7191], [-0.6304, -7.0483, 0.8943], [-1.1584, -2.2951, -2.2185], [-0.9769, -4.8379, -2.8080], [4.0669, 2.6857, 3.0927], [-0.8507, 6.5319, 5.4417], [-0.0343, 1.1868, -0.6846], [-3.3616, 1.6450, -5.1353], [-8.8627, 2.2368, -0.0839], [-5.1449, -7.3619, -0.5643], [1.8048, 6.0015, 1.2800], [3.4715, 5.8193, -5.2933], [6.3569, 4.8531, -4.5198], [-4.3005, -5.2506, 2.6252], [5.8377, 2.1421, -2.4619], [-7.3527, -6.2133, -0.5730], [2.5015, 1.4440, -0.5579], [1.3272, -0.7211, -0.4111], [-2.6058, 4.8937, 6.4138], [-5.7318, -1.9188, -0.1121], [-2.6733, 5.5758, 3.9367], [-2.3130, 3.3029, 1.4128], [0.7398, 2.9172, 1.6078], [1.6372, 1.3906, 2.7971], [1.5125, 1.3815, -7.4917], [-5.8106, -2.0430, -3.2238], [-6.6350, 1.8841, -0.0684], [-7.8338, 1.5620, -1.8852], [1.6704, 0.1715, -5.7653], [-3.1208, 4.9349, 0.2659], [-7.2691, -3.4561, 0.1969], [-5.5365, -0.3284, -4.5906], [-1.5991, 1.9202, -3.7018], [-7.6004, -1.4562, 1.1399], [-3.6273, 2.0751, -3.0391], [6.9128, 1.1755, -2.7105], [4.6135, -3.7244, -5.1431], [1.1059, 6.3190, -5.4162], [-2.1590, -1.9325, -3.1248], [-1.4544, -1.9838, -4.4242], [0.8727, 6.8812, 1.8712], [0.1499, -0.7316, 0.3561], [-3.8282, -6.8911, -0.7810], [6.0976, 5.4695, -1.6575], [4.3867, 4.2867, 1.3877], [3.5852, -3.8763, -3.9685], [4.3813, -4.9889, -5.9929], [1.4153, 5.7740, -4.0620], [-0.8709, 0.1575, -0.2145], [-5.3368, -0.6386, 3.9021], [-3.9972, -5.3866, -1.0416], [2.9048, 5.3316, -4.1467], [-3.2968, -3.9500, 4.1611], [0.5392, 1.9426, 2.4086], [-0.2215, 7.0484, 0.8144], [4.4949, -3.2384, 0.1092], [3.8322, -2.9035, 4.4183], [-4.7747, 0.6841, 4.3685], [-3.3920, -6.1218, 3.2880], [-2.5288, -2.1154, 7.0762], [-3.8630, -3.9492, 2.8368], [-2.9066, -5.3479, 4.5105], [-2.5611, 3.5287, 6.5636], [4.8785, 2.0243, -3.5546], [-7.8109, 1.9593, -0.6233], [0.2355, -7.7633, 0.1281], [-4.1276, 0.1446, 2.0727], [1.0728, 1.1537, -6.2826], [4.1480, 4.0925, 2.8693], [-1.4014, -1.8963, 6.0977], [6.3968, 0.1302, -3.6942], [1.7843, -2.9480, 3.3056], [-1.7934, 3.0206, 5.3079], [-2.6745, 3.7178, 0.2253], [-3.7867, 1.0191, 3.2390], [1.4642, -6.7989, -0.0431], [-5.7397, -0.7479, -3.4307], [2.5450, -3.6920, 4.3842], [-2.8906, 1.9011, -4.0935], [-0.5399, -0.7327, 6.7412], [2.7517, -5.1345, -4.3724], [-2.3921, -1.0037, 8.1242], [4.8832, 0.5352, -3.7265], [5.3774, 3.1795, 1.1812], [4.3402, -1.7708, 0.4683], [2.3464, 5.8523, -6.2107], [-6.8066, -2.2127, 0.3716], [7.5386, 4.9416, -1.6960], [3.2951, -1.5172, 4.4361], [4.8259, 2.0204, 2.0729], [1.6344, 0.5464, 3.3516], [-1.7788, -1.4858, 5.1611], [-4.2091, -4.6749, -0.2437], [3.3298, 5.7791, -3.2482], [1.7453, -3.4509, 2.3393], [4.9255, 5.2171, 1.2081], [4.3063, -3.8539, 0.9888], [-4.2181, -3.6947, 4.6847], [1.3224, -0.1500, -4.8733], [3.4852, 4.2866, 0.7751], [-4.2397, 0.5680, 5.3111], [2.5716, -4.7255, 4.0389], [2.3183, -7.4069, -0.3412], [-1.4508, -0.1404, -1.0880], [-1.3728, 2.0157, 5.2696], [-0.7647, -2.7655, 5.9327], [0.4960, 6.5606, 2.8425], [3.0948, -2.9095, -3.8555], [3.8656, -3.5351, -0.7299], [-7.2294, -0.5169, 1.1545], [0.8180, -2.6877, 3.7376], [-4.8452, 0.6263, 1.4086], [0.2069, 5.9162, -5.8827], [5.2596, -5.4825, -6.4089], [2.5638, 6.5084, -7.0535], [-1.8605, -1.1809, 9.0591], [2.4282, -5.6704, -3.4801], [8.2216, 5.2265, -0.8958], [-2.6134, -3.1025, 4.2123], [1.0702, 7.4085, -5.4165], [-5.7592, -2.3392, -2.2595], [-5.6380, 1.3263, 4.5427], [-6.6622, -4.0714, -0.3257], [2.5428, 1.7724, 2.5645], [2.2191, 4.8327, -6.5745], [-0.2047, -8.0038, -0.8396], [1.6885, 3.1832, 1.3859], [-0.0324, 3.4452, 1.2270], [-3.9949, 2.0637, 3.0077], [-3.0823, 2.2084, -2.1992], [-7.0636, 1.0024, -2.2225], [2.1237, -3.7354, 5.3886], [4.6001, -2.7627, -5.6560], [1.2195, 6.4830, -3.2576], [-8.7339, 1.5857, -2.3428], [4.4262, -3.0983, 5.3112], [-1.9730, 2.3840, 1.6577], [-3.3151, -7.0551, 0.1666], [-4.6399, -3.1996, 2.6865], [4.1749, 1.3116, 1.5611], [-4.6081, 1.8571, -2.9363], [-2.5975, 2.9825, 4.5730], [-3.4553, 5.2880, 1.1511], [3.7238, -4.6699, -6.8016], [5.4389, 2.8757, 0.1362], [3.0515, 4.2834, -3.8861], [3.1816, 4.5559, 3.0680], [-3.3637, -0.5324, 8.2731], [5.3457, 4.6834, -1.7281], [-5.8072, 1.7655, -0.6348], [2.4047, 0.9294, -7.6321], [4.9651, 4.5809, 3.4003], [-5.1168, 0.5873, -4.6642], [2.9805, -1.1233, 5.4025], [-2.9074, -2.7250, -3.1223], [5.6049, -3.5768, -4.7149], [2.4545, -0.3071, -6.1851], [4.2324, 0.1770, -4.5241], [-1.8568, -5.5026, 4.7599], [0.3341, -0.6644, 1.4283], [-0.2160, -0.0242, 5.9788], [4.0019, -4.0588, -2.9779], [7.0834, 0.8759, -1.6765], [-0.7926, 7.9743, 0.8833], [-3.9734, -6.9970, 3.5780], [4.5517, -2.9865, 3.6037], [-6.5321, 1.8770, 0.9363], [6.8715, 0.3707, -4.6455], [3.8855, 2.3981, -3.3048], [-8.1257, -3.7807, 0.6223], [-3.4447, -5.7473, 5.3701], [-3.4600, -7.4413, -1.6470], [4.1365, -1.1662, -0.4155], [-0.9148, 1.8218, -4.4381], [0.3928, -1.0679, 7.1949], [-1.0609, -1.0510, -4.8283], [-3.1786, -4.9557, -1.6181], [-2.6916, -1.0075, -2.9038], [-0.2280, -1.7536, 0.3255], [-8.3436, -1.8603, 1.6917], [-5.9469, -2.6226, -4.0396], [5.9002, 5.9544, -0.7015], [-2.7516, 0.8052, 3.5055], [-1.5024, 0.5866, 0.5634], [-5.4490, -0.9991, -5.3406], [4.3971, 0.2456, -2.7949], [-3.6299, 3.3165, 6.5365], [1.2639, 2.3044, -7.8182], [-2.6093, -6.3061, 2.5521], [-2.4443, 4.0482, 2.0816], [-0.8614, 6.1715, 0.9129], [5.6928, 1.6319, 2.6074], [1.7949, -4.9644, -4.8661], [4.0081, -0.7552, 4.1213], [1.4527, 7.8002, 1.9560], [7.8679, 1.5911, -3.0317], [-2.2239, -2.3826, -5.0853], [0.7808, 4.9408, -3.7598], [-3.4803, -1.9900, 6.5594], [-6.3636, -0.4418, 3.5938], [-2.5552, -3.1420, 7.4414], [6.5827, -0.9295, -3.5194], [0.4659, -8.7704, 0.4757], [-1.3225, 2.5027, -2.9245], [-3.2816, -0.0323, 1.4085], [-3.5441, 5.4270, -0.5078], [3.6287, -1.5787, 1.2713], [-2.0545, 3.2967, 7.5005], [-5.2057, -1.5058, 4.5492], [6.3790, 3.5158, 1.4492], [1.3290, -5.9624, -0.7287], [-3.1556, -3.6463, 2.0649], [7.6036, 3.8673, -1.8688], [5.2555, 2.5339, -4.4413]],
  "atomic_forces_ev_per_a": [[-2.385, 1.298, 0.966], [1.721, -0.901, 1.209], [-0.093, 0.856, 0.449], [1.729, -0.159, 0.004], [1.398, -0.651, -2.587], [0.209, 0.326, 0.782], [0.871, 1.453, 2.044], [-1.455, 0.010, -1.712], [-0.541, -2.088, 2.541], [1.330, 2.558, -0.525], [0.845, 0.845, -2.194], [0.569, 0.713, -0.431], [2.760, -0.305, -1.796], [0.777, -2.143, 0.689], [-0.671, 1.806, 3.664], [-0.113, -1.378, -0.722], [-1.619, 1.609, -3.149], [-0.203, 0.779, 4.544], [-3.676, -1.177, 0.517], [-0.967, 0.125, -0.500], [-3.034, -1.366, -1.863], [-0.132, 2.112, 1.917], [1.165, 1.545, 2.321], [-0.809, 1.295, -1.733], [1.321, -0.121, 1.097], [0.403, 0.121, 0.410], [1.515, -2.945, -0.051], [-2.730, -0.920, 2.622], [1.071, 0.251, -0.172], [-0.669, 2.031, 0.460], [-3.725, -1.687, 0.844], [0.022, -1.941, 0.194], [0.668, -0.710, 0.059], [0.956, -0.483, -2.674], [0.739, 2.074, 1.118], [-0.640, 2.287, 2.713], [1.274, -1.506, 1.914], [0.308, 2.097, -0.382], [-0.161, 0.669, -0.081], [-2.317, -3.158, -1.394], [2.749, 2.045, -1.815], [-1.302, -1.426, -5.644], [-0.802, 0.917, 1.754], [-2.305, -0.153, -0.618], [0.164, -1.328, -1.789], [-0.958, 0.469, -1.519], [0.380, 0.269, 0.009], [-1.244, -0.874, -0.340], [0.022, 0.454, -1.198], [1.109, -0.249, -1.072], [-1.003, -0.541, -1.057], [0.802, 0.383, -0.995], [1.768, 3.802, -2.399], [0.878, 1.188, -0.480], [1.412, -0.395, 1.268], [0.428, -0.016, 2.136], [0.118, 4.125, -2.908], [3.566, -2.718, 1.391], [0.950, 1.557, -2.696], [-0.589, -2.639, -0.590], [3.572, 0.156, 2.187], [0.033, -0.014, -2.365], [2.400, -4.893, 4.210], [-2.018, 4.754, -0.031], [-0.470, -1.308, -0.340], [0.358, 1.744, -6.146], [2.311, -0.132, -0.812], [0.547, 1.349, -0.049], [-2.103, 0.896, 3.618], [-0.439, 0.119, 1.788], [0.915, 0.190, 1.374], [0.710, -0.012, -1.145], [-1.088, -0.637, 0.128], [-0.906, 1.144, -2.098], [0.103, 2.032, -0.509], [-1.217, -3.914, 1.727], [-0.303, 0.892, 0.484], [0.138, -0.410, 1.609], [1.030, 0.512, 0.328], [-0.354, 0.607, -0.801], [-0.479, 1.485, 0.073], [-0.283, -0.967, 1.056], [0.070, 1.142, -0.573], [0.328, -0.344, -1.127], [0.030, 0.393, 0.338], [-0.683, 0.509, 3.582], [-0.760, 2.101, 1.971], [0.090, -0.612, 1.548], [-1.789, -0.710, 2.437], [1.274, 1.391, 0.042], [1.469, -0.282, 1.565], [0.476, -0.874, 0.629], [-0.333, 0.337, -0.422], [-0.575, -0.493, 0.217], [-0.086, 0.646, -3.145], [0.592, -1.068, 0.436], [0.649, -1.431, -0.130], [1.240, -0.261, -0.040], [-3.110, -0.721, -0.981], [1.683, -0.355, -2.694], [-0.318, 0.630, 0.316], [-4.564, 2.227, -0.478], [-1.191, 0.716, -0.644], [1.732, 1.240, 0.120], [-1.229, 0.860, -0.580], [-1.720, 0.762, 3.006], [-2.266, -1.223, -0.405], [0.448, -2.983, -2.522], [-0.302, 1.798, 0.337], [-0.447, -2.440, -2.571], [0.735, -1.134, 4.672], [0.478, -1.661, -1.075], [1.054, 0.186, 3.200], [-1.473, -0.324, -1.281], [0.206, 1.445, 0.708], [0.734, 0.357, -0.261], [-0.154, -0.690, 0.302], [-0.532, -1.508, -1.425], [-0.252, 0.931, 0.006], [0.340, 0.282, -0.220], [-0.096, -1.803, 0.247], [0.391, -0.645, -0.836], [0.322, 0.489, -1.604], [1.623, 1.549, 0.346], [-0.215, 0.142, -0.108], [0.100, -0.319, -0.093], [0.853, -0.743, 1.076], [0.738, 0.387, -0.314], [0.280, 0.574, -0.145], [-0.432, 0.316, -0.003], [0.586, -0.394, -0.123], [0.400, 0.183, 1.200], [0.374, -0.091, 0.041], [0.141, -0.466, 0.001], [-0.005, 0.127, 0.130], [0.651, -0.228, 0.318], [0.199, 0.304, 0.133], [-0.104, -0.678, 0.392], [0.468, 0.423, 0.549], [-0.244, -0.094, -0.231], [0.176, -0.334, -0.209], [-0.685, -0.299, -0.053], [0.134, 0.067, 0.077], [-0.841, 0.173, 0.689], [-1.052, -1.347, -0.856], [-0.652, -0.263, 0.018], [-0.070, 0.105, 0.119], [-0.093, -0.054, 0.304], [0.286, -0.073, 0.072], [-0.716, -1.051, 0.337], [0.577, -0.497, -0.008], [-0.421, 0.138, 0.178], [0.281, -0.493, 0.557], [-0.094, -0.014, -0.049], [-0.326, -0.307, 0.028], [0.458, 0.606, -0.232], [-0.507, -0.064, 0.344], [-0.227, -0.002, 0.287], [-0.246, -0.173, -0.165], [-0.267, 0.614, -0.216], [-0.473, 0.007, -0.384], [0.327, -0.144, -0.026], [0.851, 0.192, -0.170], [-0.981, 0.032, 0.187], [-0.056, -0.155, -0.388], [-0.407, 0.417, -0.180], [-1.041, -0.117, -0.474], [0.413, 0.337, -0.160], [0.354, -0.099, 0.156], [-0.035, -0.182, 0.151], [0.167, 0.153, 0.234], [0.295, -0.223, -0.338], [-0.387, -0.486, 0.155], [0.391, -0.173, -0.111], [0.254, -0.012, -0.426], [0.160, -0.106, -0.472], [0.098, 0.070, -0.107], [0.008, -0.145, -0.521], [0.023, -0.182, -0.118], [-0.193, -0.573, -1.047], [0.046, -0.091, 0.859], [0.202, 0.155, 0.353], [0.099, -0.073, -0.637], [-0.144, -0.256, 0.185], [0.002, 0.972, -1.003], [-0.065, -0.233, 0.472], [0.160, 0.167, -0.703], [-0.999, -0.476, 0.113], [-0.294, -0.003, 0.156], [0.357, -0.969, 0.131], [-0.307, 0.123, 0.279], [0.394, -0.099, -0.278], [0.086, 0.086, -0.396], [0.405, 1.112, -0.082], [-0.055, 0.061, -0.129], [0.578, -0.171, -0.278], [0.257, -0.849, -0.146], [0.120, -0.116, 0.133], [0.384, -0.254, -0.338], [-0.388, -0.383, -0.400], [-0.168, 0.345, -0.372], [-0.205, -0.138, -0.277], [0.287, 0.140, 0.432], [0.350, -0.200, -0.368], [-0.121, 0.356, 0.142], [0.608, 0.262, 0.111], [-0.249, -0.072, 0.075], [0.215, 0.188, -0.100], [-0.267, -0.180, 0.936], [-0.248, 0.181, 0.244], [-0.141, -0.289, -0.389], [0.561, 0.217, 0.280], [0.067, -0.331, -0.394], [0.244, 0.679, -0.155], [0.032, -0.543, 0.750], [0.019, 0.323, -0.167], [-0.071, 0.455, 0.272], [0.033, -0.089, -0.159], [0.158, 0.579, -0.122], [0.056, -0.731, 0.081], [0.271, -1.319, 0.216], [0.523, -0.204, -0.579], [0.342, -0.599, 0.270], [0.489, -0.928, 0.942], [-0.661, 0.168, 0.277], [-0.199, -1.016, -0.360], [0.046, 0.530, -0.666], [0.149, -0.091, -0.394], [-0.352, 0.330, 0.504], [-0.246, 0.629, -0.357], [0.582, -0.146, -0.738], [-0.034, -0.292, -0.389], [-0.063, 0.053, 0.025], [-0.351, -0.607, 0.186], [0.153, 0.126, 0.380], [-0.008, 0.186, 0.522], [0.434, 0.255, 0.948], [-0.199, -0.132, -0.009], [0.066, -0.630, 0.324], [0.270, -0.661, -0.255], [-0.066, 0.029, -0.122], [-0.225, -0.200, 0.060], [-0.465, 0.215, 0.268], [-0.045, -0.205, 0.421], [-0.393, -0.271, -0.422], [0.661, -0.229, -0.363], [-0.358, -0.050, 0.376], [0.008, 0.301, -0.031]],
  "lowdin_charge": [0.7425, 0.7496, 0.6796, 0.7548, 0.7171, 0.7026, 0.7646, 0.7287, -0.2220, -0.1875, -0.2154, -0.1720, -0.1582, -0.1724, -0.1779, -0.1575, -0.2826, -0.2686, 0.0134, -0.2351, -0.2387, -0.0183, -0.2428, -0.1919, -0.2225, 0.0199, -0.2557, -0.2391, 0.0163, -0.1771, -0.2628, -0.1302, -0.2280, -0.2337, -0.2358, -0.1906, -0.1969, -0.2414, -0.1728, -0.2604, -0.2083, 0.0599, 0.0093, -0.2063, -0.2140, -0.1025, -0.2229, -0.1189, -0.1768, -0.2442, -0.2366, -0.1818, -0.1911, 0.0243, -0.2660, 0.2013, 0.2207, 0.2262, 0.1778, 0.1962, 0.1766, 0.1668, 0.1951, 0.1845, 0.1699, 0.2247, 0.1744, 0.1890, 0.1654, -0.1751, -0.1465, -0.1549, -0.1933, -0.1723, -0.1438, -0.1952, -0.1451, -0.2004, -0.1831, -0.1356, -0.1952, -0.1615, -0.1645, -0.1767, -0.1654, -0.2469, -0.1880, -0.7854, -0.2207, -0.1271, -0.1660, -0.1375, -0.1688, -0.1619, -0.2719, -0.1346, -0.1889, -0.1908, -0.7859, -0.2087, -0.2001, -0.7526, -0.1863, -0.1605, -0.1216, -0.2146, -0.1939, -0.7048, -0.1769, -0.2052, -0.7907, -0.1496, -0.7845, -0.1736, -0.2083, -0.1750, -0.1699, -0.1446, -0.1379, -0.1634, -0.7084, -0.1482, -0.1729, -0.1509, 0.1021, 0.0920, 0.1231, 0.0844, 0.1012, 0.1117, 0.1226, 0.1166, 0.0928, 0.0821, 0.0995, 0.1068, 0.1440, 0.1234, 0.1200, 0.1026, 0.1281, 0.0892, 0.1193, 0.0902, 0.1202, 0.0959, 0.1133, 0.1253, 0.1184, 0.1211, 0.1051, 0.1322, 0.1029, 0.1111, 0.0816, 0.1133, 0.0587, 0.0661, 0.1073, 0.1336, 0.0888, 0.0910, 0.0978, 0.0342, 0.0397, 0.1207, 0.0911, 0.0874, 0.1152, 0.1225, 0.0711, 0.1226, 0.1095, 0.0989, 0.0864, 0.0869, 0.1096, 0.1147, 0.1018, 0.1023, 0.1132, 0.1171, 0.1153, 0.0966, 0.1091, 0.1291, 0.0924, 0.1202, 0.1166, 0.0968, 0.1192, 0.0915, 0.0966, 0.1250, 0.0991, 0.0877, 0.1104, 0.1511, 0.1285, 0.1120, 0.0976, 0.1063, 0.1061, 0.1076, 0.1117, 0.1365, 0.1192, 0.0262, 0.1089, 0.1320, 0.1061, 0.1415, 0.1273, 0.1156, 0.1139, 0.1179, 0.0946, 0.1045, 0.1282, 0.0927, 0.1359, 0.1223, 0.0897, 0.0839, 0.1058, 0.1235, 0.1102, 0.1192, 0.1365, 0.1130, 0.1389, 0.1067, 0.0911, 0.1090, 0.1147, 0.1038, 0.1328, 0.0895, 0.1141, 0.1362, 0.1148, 0.1336, 0.1140, 0.1205, 0.1206, 0.1198, 0.1068, 0.1136],
  "homo_energy_ev": -8.725,
  "lumo_energy_ev": -0.02,
  "spin_multiplicity": 1,
  "total_charge": 0,
  "homo_lumo_gap_ev": 8.71
}